The following is a quantum chemistry calculation of an isolated ion of composition C5H8IN2O and charge +1 at a distorted geometry, from OMol25.

Structure (XYZ):
```
17
Properties=species:S:1:pos:R:3:mulliken_charge:R:1
C -0.4869 0.0059 0.6927 0.09
C -0.2421 0.6413 -2.1072 -0.34
C -0.7893 0.6592 -0.7728 0.65
C 1.1952 -1.9429 0.7938 -1.01
C 0.7633 -0.6502 1.1614 0.09
N -0.0503 1.8747 -1.2982 -0.62
N -1.7380 0.4858 -1.7374 -0.53
O -0.7000 1.1314 1.6246 -0.49
I 1.9456 0.4877 2.4507 0.45
H -1.2922 -0.7839 0.6225 0.28
H 0.2735 0.0887 -2.8536 0.40
H 0.5017 -2.5807 0.2061 0.35
H 2.2659 -1.9063 0.4200 0.39
H 1.3876 -2.3892 1.7921 0.42
H 0.8429 2.0769 -0.8820 0.23
H -2.2296 1.4444 -1.8577 0.30
H -1.6472 1.3571 1.7449 0.34
```

The value obtained for the total energy is -18429.3634 eV. The calculation puts the LUMO energy at -6.77 eV. As for the spin multiplicity: 1. The energy above the lowest of the compared OMol25 structures with the same formula, charge and spin comes out at 558.91 kJ/mol. Its total charge is +1.